{"formula": "C4H8ClN2", "method": "ωB97M-V with the def2-TZVPD basis set", "symbols": ["C", "C", "C", "C", "N", "N", "Cl", "H", "H", "H", "H", "H", "H", "H", "H"], "xyz": [[-3.4577, 0.2479, 0.7756], [0.8098, 0.1617, 1.0233], [1.9864, 0.1919, -1.2551], [0.8845, -0.5224, -0.4202], [-0.3655, -0.4943, -0.9173], [-1.4889, -0.5110, -0.9219], [-4.8065, -0.4260, 0.1263], [1.7939, 0.1295, 1.5960], [0.5231, 1.1664, 0.9948], [-0.0377, -0.2004, 1.6835], [2.9699, -0.0190, -0.5586], [1.6447, 1.2021, -1.0846], [2.1520, -0.3486, -2.1528], [1.1633, -1.6009, -0.4170], [-3.7712, 1.0230, 1.5278]], "nbo_charge": [-0.223, -0.616, -0.580, -0.157, 0.123, 0.349, 0.169, 0.267, 0.234, 0.250, 0.254, 0.241, 0.251, 0.292, 0.145], "charge": 1, "spin_multiplicity": 1, "orbital_gap_ha": 0.2750, "e_above_lowest_kj_mol": 668.5, "molar_mass_g_mol": 119.575, "lumo_ev": -5.23}